Entry 1:
A 7-piece molecular cluster, C23H56N3O7P2S2 overall at a distorted geometry, computed with the ωB97M-V functional and the def2-TZVPD basis.

Values from the calculation:
E_tot	-83799.613	eV
HOMO-LUMO gap	7.5	eV
LUMO level	-0.147	Ha
maximum force	2.148	eV Å⁻¹
net charge	+1
molar mass	612.80	g/mol

Cartesian coordinates (Å):
C1 1.642 -3.722 -0.553
C2 1.486 -2.254 -0.985
C3 2.765 -1.652 -1.564
C4 2.588 -0.421 -2.449
C5 3.867 0.503 -2.359
P1 5.513 -0.328 -2.336
S1 6.403 -0.191 -0.605
C6 3.560 1.090 -1.009
N1 2.296 1.147 -0.799
P2 1.631 1.744 0.765
C7 2.380 0.546 1.952
C8 3.771 0.895 2.496
C9 2.373 3.392 1.072
C10 1.926 3.772 2.501
C11 1.584 0.657 -2.004
C12 0.093 0.350 -1.955
C13 -0.782 1.445 -2.550
C14 -2.201 0.953 -2.825
C15 -3.016 0.506 -1.608
S2 -4.056 1.833 -0.904
C16 -2.861 2.972 -0.335
N2 -2.765 4.153 -0.766
N3 -1.693 4.727 -0.082
C17 -1.243 3.837 0.698
O1 -1.937 2.672 0.613
H1 1.044 -3.874 0.337
H2 1.209 -4.369 -1.307
H3 2.658 -3.999 -0.294
H4 0.663 -2.197 -1.689
H5 1.164 -1.676 -0.117
H6 3.439 -1.464 -0.726
H7 3.246 -2.439 -2.139
H8 2.385 -0.695 -3.481
H9 3.786 1.232 -3.165
H10 6.262 0.207 -3.395
H11 5.255 -1.675 -2.623
H12 4.285 1.402 -0.276
H13 2.503 -0.361 1.357
H14 1.655 0.296 2.713
H15 3.911 1.945 2.725
H16 4.575 0.576 1.839
H17 3.919 0.354 3.429
H18 3.459 3.369 1.058
H19 1.985 4.105 0.355
H20 1.625 4.814 2.552
H21 2.711 3.627 3.227
H22 1.051 3.190 2.794
H23 1.684 1.455 -2.745
H24 -0.047 -0.538 -2.567
H25 -0.212 0.060 -0.954
H26 -0.364 1.702 -3.522
H27 -0.744 2.345 -1.935
H28 -2.747 1.700 -3.390
H29 -2.117 0.087 -3.482
H30 -2.362 0.174 -0.806
H31 -3.669 -0.327 -1.833
H32 -0.425 4.045 1.358
C18 -5.195 2.935 3.180
O2 -4.286 3.825 2.533
H33 -5.964 3.535 3.657
H34 -5.664 2.265 2.454
H35 -4.682 2.343 3.942
H36 -3.615 3.287 2.110
C19 -5.344 0.401 -4.693
O3 -6.136 -0.215 -3.678
H37 -5.487 -0.158 -5.613
H38 -5.663 1.435 -4.845
H39 -4.288 0.374 -4.418
H40 -6.008 0.287 -2.868
C20 -7.748 -2.343 -2.246
O4 -8.542 -2.987 -1.251
H41 -7.872 -2.887 -3.177
H42 -8.073 -1.312 -2.393
H43 -6.691 -2.358 -1.963
H44 -8.433 -2.504 -0.429
C21 0.964 -7.555 0.786
O5 1.157 -6.241 1.310
H45 1.377 -7.576 -0.219
H46 1.484 -8.296 1.398
H47 -0.098 -7.803 0.740
H48 0.792 -6.230 2.199
C22 6.397 0.196 5.373
O6 5.045 -0.262 5.405
H49 6.891 -0.283 4.532
H50 6.437 1.280 5.242
H51 6.918 -0.076 6.293
H52 4.616 0.162 6.153
C23 -1.316 -1.167 2.027
O7 -0.659 -0.152 2.782
H53 -0.954 -2.130 2.377
H54 -2.397 -1.120 2.171
H55 -1.087 -1.067 0.960
H56 -0.985 0.697 2.467


Entry 2:
A 4-piece molecular cluster, C23H56O12SSi overall, computed with the ωB97M-V functional and the def2-TZVPD basis.

Values from the calculation:
E_tot	-68038.462	eV
HOMO-LUMO gap	9.6	eV
LUMO level	0.025	Ha
maximum force	0.461	eV Å⁻¹
molar mass	584.84	g/mol

Cartesian coordinates (Å):
C1 -6.599 -0.271 6.386
C2 -5.895 -1.407 5.642
O1 -5.460 -1.045 4.303
S1 -4.143 -0.166 4.089
O2 -3.307 -0.321 5.280
O3 -4.793 1.301 4.214
Si1 -3.980 2.668 4.831
C3 -2.270 2.725 4.096
C4 -5.039 4.091 4.249
C5 -3.890 2.603 6.684
H1 -7.654 -0.499 6.542
H2 -6.136 -0.087 7.356
H3 -6.539 0.649 5.806
H4 -6.558 -2.249 5.457
H5 -5.018 -1.759 6.185
H6 -1.829 3.699 4.334
H7 -2.288 2.625 3.007
H8 -1.619 1.948 4.504
H9 -6.018 3.737 3.918
H10 -5.198 4.811 5.056
H11 -4.583 4.628 3.415
H12 -4.872 2.462 7.145
H13 -3.501 3.560 7.050
H14 -3.235 1.801 7.027
C6 0.981 -3.301 7.436
O4 0.542 -3.411 6.105
C7 -0.381 -2.411 5.708
C8 -0.112 -1.927 4.303
O5 1.045 -1.113 4.179
C9 2.317 -1.737 4.153
C10 2.654 -2.406 2.836
O6 1.910 -3.591 2.647
C11 1.516 -3.821 1.314
H15 0.210 -3.613 8.151
H16 1.844 -3.955 7.550
H17 1.278 -2.274 7.678
H18 -0.354 -1.560 6.397
H19 -1.401 -2.817 5.728
H20 -0.942 -1.267 4.040
H21 -0.104 -2.765 3.604
H22 2.447 -2.435 4.983
H23 3.031 -0.917 4.273
H24 3.729 -2.634 2.839
H25 2.466 -1.700 2.017
H26 1.080 -2.921 0.865
H27 0.766 -4.610 1.328
H28 2.355 -4.146 0.689
C12 1.092 1.399 1.941
O7 0.538 1.337 0.644
C13 -0.539 2.224 0.427
C14 -0.515 2.790 -0.978
O8 0.530 3.723 -1.207
C15 1.821 3.208 -1.498
C16 2.010 2.785 -2.940
O9 1.307 1.591 -3.222
C17 0.787 1.513 -4.530
H29 0.468 0.895 2.684
H30 2.052 0.885 1.906
H31 1.257 2.436 2.253
H32 -0.512 3.046 1.152
H33 -1.495 1.694 0.557
H34 -1.437 3.364 -1.105
H35 -0.501 1.980 -1.709
H36 2.089 2.389 -0.829
H37 2.502 4.044 -1.323
H38 3.086 2.635 -3.106
H39 1.679 3.591 -3.604
H40 0.312 2.453 -4.829
H41 0.035 0.724 -4.531
H42 1.559 1.262 -5.267
C18 3.140 -3.059 -5.838
O10 2.608 -2.747 -7.105
C19 1.462 -1.920 -7.071
C20 1.485 -0.879 -8.169
O11 2.449 0.146 -7.976
C21 3.791 -0.138 -8.339
C22 4.077 0.040 -9.815
O12 3.480 -0.987 -10.581
C23 3.008 -0.574 -11.841
H43 2.525 -3.795 -5.306
H44 4.130 -3.484 -5.996
H45 3.230 -2.166 -5.210
H46 1.382 -1.419 -6.098
H47 0.559 -2.530 -7.206
H48 0.522 -0.363 -8.131
H49 1.589 -1.358 -9.144
H50 4.097 -1.133 -8.013
H51 4.391 0.606 -7.809
H52 5.168 0.026 -9.952
H53 3.712 1.022 -10.140
H54 2.419 0.346 -11.764
H55 2.374 -1.370 -12.228
H56 3.826 -0.402 -12.550


Entry 3:
C23H57BCuN3O15V2 as an isolated structure at a distorted geometry, computed with the ωB97M-V functional and the def2-TZVPD basis.

Values from the calculation:
ΔE to the lowest compared entry with this formula, charge and spin	0.0	kcal/mol
E_tot	-156646.823	eV
HOMO-LUMO gap (alpha / beta)	6.5 / 6.7	eV
LUMO level (alpha / beta)	-0.070 / -0.063	Ha
maximum force	7.223	eV Å⁻¹
molar mass	791.96	g/mol
spin multiplicity	3

Cartesian coordinates (Å):
O1 11.479 6.246 -4.794
V1 11.933 6.026 -3.306
O2 14.286 2.080 -2.395
V2 13.680 3.398 -1.779
Cu1 9.019 4.535 -0.861
C1 14.501 5.742 -2.733
O3 15.118 4.598 -2.859
O4 14.041 6.438 -3.700
O5 13.559 5.599 -1.839
C2 11.145 3.569 -2.599
O6 10.413 4.633 -2.555
O7 11.572 2.970 -1.518
O8 12.119 3.746 -3.440
B1 10.692 7.813 -2.339
H1 10.900 6.923 -1.600
H2 9.974 7.487 -3.250
H3 10.251 8.731 -1.702
H4 11.725 8.123 -2.808
C3 11.799 4.231 -7.176
O9 10.732 5.141 -7.225
C4 9.570 4.550 -6.686
C5 8.442 5.563 -6.630
N1 7.741 5.850 -7.891
C6 6.924 4.720 -8.322
C7 6.398 4.953 -9.712
O10 7.494 4.908 -10.610
C8 7.147 5.308 -11.913
H5 11.703 3.346 -7.812
H6 12.053 4.039 -6.127
H7 12.709 4.724 -7.535
H8 9.776 4.313 -5.628
H9 9.313 3.657 -7.267
H10 8.872 6.504 -6.277
H11 7.744 5.244 -5.849
H12 8.504 5.877 -8.568
H13 6.029 4.629 -7.693
H14 7.435 3.749 -8.323
H15 5.837 5.890 -9.804
H16 5.697 4.146 -9.981
H17 7.161 6.401 -11.996
H18 6.138 4.981 -12.199
H19 7.844 4.868 -12.623
C9 10.479 2.164 3.634
O11 9.327 2.129 2.824
C10 9.606 1.586 1.557
C11 8.406 1.775 0.670
N2 7.933 3.155 0.748
C12 6.529 3.317 0.349
C13 6.289 2.971 -1.096
O12 7.128 3.801 -1.870
C14 7.385 3.298 -3.174
H20 10.204 2.489 4.635
H21 11.219 2.876 3.246
H22 10.944 1.174 3.690
H23 9.869 0.520 1.609
H24 10.493 2.059 1.102
H25 7.613 1.101 1.030
H26 8.671 1.566 -0.366
H27 8.059 3.543 1.674
H28 6.313 4.381 0.470
H29 5.875 2.715 0.994
H30 5.231 3.122 -1.337
H31 6.507 1.916 -1.308
H32 8.054 3.990 -3.676
H33 6.458 3.162 -3.742
H34 7.844 2.302 -3.105
C15 5.507 6.532 -4.601
O13 5.705 7.161 -3.355
C16 6.991 6.997 -2.811
C17 6.865 7.031 -1.292
N3 8.150 6.747 -0.665
C18 8.117 6.979 0.771
C19 9.503 6.825 1.357
O14 9.989 5.547 1.024
C20 11.395 5.448 1.025
H35 5.864 5.496 -4.570
H36 6.045 7.064 -5.396
H37 4.441 6.565 -4.808
H38 7.679 7.782 -3.148
H39 7.427 6.037 -3.113
H40 6.151 6.243 -1.039
H41 6.456 8.014 -1.026
H42 8.888 7.343 -1.044
H43 7.431 6.263 1.242
H44 7.709 7.960 1.057
H45 9.434 6.875 2.452
H46 10.151 7.642 1.023
H47 11.852 6.180 0.353
H48 11.663 4.434 0.722
H49 11.820 5.567 2.033
C21 12.026 -0.435 -0.952
C22 12.688 -1.385 -1.937
C23 14.184 -1.495 -1.704
O15 12.042 -2.648 -1.761
H50 10.957 -0.420 -1.192
H51 12.327 0.595 -1.143
H52 12.172 -0.744 0.081
H53 12.482 -1.015 -2.948
H54 14.665 -0.522 -1.828
H55 14.644 -2.171 -2.430
H56 14.420 -1.864 -0.705
H57 12.403 -3.275 -2.395